[1]
This record from OMol25 describes a cluster of 14 separate species, C19H65O16PS in total in a non-equilibrium geometry. The level of theory is ωB97M-V with the def2-TZVPD basis set.

Summary:
frontier orbital gap = 0.297 hartree
E_HOMO = -7.73 eV
LUMO energy = 0.0132 Eh
energy = -73634.6911 eV
max |F| = 1.83 eV/Å

Positions of all 102 atoms, in Å:
C 1.89 1.17 4.00
P 2.42 -0.13 2.79
C 3.81 -1.10 3.48
C 1.06 -1.38 2.57
C 0.51 -1.99 3.88
C -0.69 -1.27 4.49
S -1.85 -0.87 3.22
O -2.26 -2.12 2.66
O -2.94 -0.10 3.71
O -0.99 -0.03 2.20
C 0.00 -0.90 1.60
H 1.86 2.11 3.48
H 2.66 1.26 4.76
H 0.94 0.99 4.49
H 3.53 -1.96 4.07
H 4.39 -1.48 2.65
H 4.46 -0.45 4.05
H 1.57 -2.19 2.06
H 1.30 -1.96 4.63
H 0.28 -3.04 3.74
H -0.44 -0.38 5.05
H -1.26 -1.92 5.15
H -0.46 -1.73 1.07
H 0.50 -0.31 0.84
C -1.27 -3.93 -1.32
O -0.24 -2.95 -1.43
H -1.27 -4.29 -0.29
H -2.25 -3.49 -1.54
H -1.09 -4.76 -2.00
H -0.25 -2.63 -2.34
C 1.13 1.46 -2.31
O 1.73 0.69 -1.27
H 0.85 2.43 -1.90
H 1.84 1.61 -3.13
H 0.24 0.95 -2.68
H 1.98 -0.17 -1.64
C -1.43 -0.06 -5.11
O -0.86 -1.02 -4.21
H -0.68 0.17 -5.87
H -2.32 -0.47 -5.59
H -1.69 0.85 -4.57
H -1.54 -1.21 -3.55
C -4.60 -4.15 5.43
O -3.52 -3.23 5.33
H -4.61 -4.53 6.45
H -5.55 -3.66 5.22
H -4.46 -4.99 4.74
H -3.50 -2.89 4.43
C 3.33 -3.49 -1.03
O 2.56 -2.82 -2.02
H 4.38 -3.41 -1.31
H 3.20 -3.02 -0.04
H 3.05 -4.54 -0.96
H 1.63 -2.89 -1.76
C -4.50 2.12 -4.80
O -3.98 1.27 -5.83
H -4.24 1.69 -3.84
H -4.08 3.12 -4.86
H -5.59 2.18 -4.87
H -4.21 1.66 -6.67
C 2.40 -5.20 -4.29
O 3.55 -6.03 -4.08
H 2.03 -5.40 -5.29
H 1.62 -5.44 -3.56
H 2.67 -4.15 -4.20
H 3.88 -5.85 -3.19
C -5.27 5.58 -2.92
O -4.14 4.73 -2.68
H -5.63 5.40 -3.92
H -6.07 5.37 -2.21
H -4.98 6.63 -2.83
H -3.83 4.90 -1.79
C 7.36 -1.56 5.17
O 6.35 -2.34 4.54
H 6.92 -0.60 5.44
H 7.73 -2.05 6.07
H 8.20 -1.38 4.49
H 6.74 -3.19 4.30
C 6.91 -0.44 1.11
O 6.03 0.53 1.66
H 7.47 -0.89 1.92
H 6.36 -1.22 0.58
H 7.61 0.03 0.41
H 5.53 0.92 0.93
C -8.59 8.05 -2.54
O -8.22 6.71 -2.85
H -7.71 8.67 -2.66
H -9.37 8.41 -3.23
H -8.95 8.13 -1.52
H -9.00 6.15 -2.75
C 9.28 2.37 1.89
O 8.33 2.52 0.84
H 10.24 2.72 1.52
H 8.99 2.98 2.76
H 9.37 1.33 2.20
H 7.48 2.21 1.17
C -7.97 3.18 -2.15
O -9.08 3.98 -2.58
H -7.36 3.80 -1.49
H -8.32 2.31 -1.59
H -7.37 2.86 -3.00
H -9.62 3.43 -3.15

Atom charges from the Mulliken analysis, given in e for atoms 1 to 4: atom 1 (C): -1.147, atom 2 (P): 0.474, atom 3 (C): -1.176, atom 4 (C): 0.402

[2]
This record from OMol25 describes a structure of composition C19H6Cl11OPd in a non-equilibrium geometry. The level of theory is ωB97M-V with the def2-TZVPD basis set.

Summary:
ΔE to the lowest compared entry with this formula, charge and spin = 201.49 kcal/mol
frontier orbital gap (spin up / spin down) = 0.236 / 0.240 hartree
E_HOMO (spin up / spin down) = -4.59 / -5.20 eV
2S+1 = 3
LUMO energy (spin up / spin down) = 0.0669 / 0.0489 Eh
energy = -163066.9417 eV
charge = -1
max |F| = 2.56 eV/Å

Positions of all 38 atoms, in Å:
Pd 0.18 -0.72 0.23
Cl 0.01 -0.93 3.21
C -1.59 -0.99 2.51
C -1.71 -0.98 1.12
C -3.01 -1.07 0.61
Cl -3.48 -1.56 -1.49
C -4.07 -1.14 1.47
Cl -5.73 -1.26 0.79
C -3.96 -1.13 2.86
Cl -5.35 -1.21 3.89
C -2.68 -1.06 3.38
Cl -2.45 -1.07 5.10
Cl 6.42 3.34 1.51
C 5.19 2.13 1.33
C 3.85 2.49 1.26
Cl 3.41 4.15 1.35
C 2.86 1.52 1.11
Cl 1.20 1.99 1.05
C 3.16 0.13 1.03
O 2.30 -0.79 0.89
C 4.55 -0.19 1.10
Cl 4.97 -1.86 1.00
C 5.53 0.78 1.25
Cl 7.19 0.32 1.34
Cl -3.27 0.66 -5.42
C -2.21 0.16 -4.13
C -1.81 1.11 -3.16
C -0.70 0.95 -2.35
C -0.01 -0.30 -2.23
C 1.24 -0.53 -1.64
C -0.78 -1.14 -3.03
C -1.62 -1.08 -4.00
H -2.15 2.13 -3.27
H -0.41 1.78 -1.72
H 1.90 0.32 -1.47
H 1.71 -1.49 -1.81
H -3.99 -1.89 -2.75
H -4.68 -1.57 -0.95

Atom charges from the Mulliken analysis, given in e for atoms 1 to 4: atom 1 (Pd): 0.074, atom 2 (Cl): -0.207, atom 3 (C): 0.810, atom 4 (C): -0.463

[3]
This record from OMol25 describes a cluster of 2 separate species, C2 in total in a non-equilibrium geometry. The level of theory is ωB97M-V with the def2-TZVPD basis set.

Summary:
ΔE to the lowest compared entry with this formula, charge and spin = 60.02 kcal/mol
frontier orbital gap (spin up / spin down) = 0.244 / 0.273 hartree
E_HOMO (spin up / spin down) = -17.24 / -17.38 eV
2S+1 = 2
LUMO energy (spin up / spin down) = -0.3891 / -0.3655 Eh
energy = -2049.9250 eV
charge = +1
max |F| = 3.81 eV/Å

Positions of all 2 atoms, in Å:
C 0.77 0.83 0.29
C -0.77 -0.83 -0.29

For each atom in turn, the Mulliken charge in e is: atom 1 (C): 0.500, atom 2 (C): 0.500

[4]
This record from OMol25 describes a structure of composition C20H10F5N2NiO2S. The level of theory is ωB97M-V with the def2-TZVPD basis set.

Summary:
frontier orbital gap (spin up / spin down) = 0.272 / 0.272 hartree
E_HOMO (spin up / spin down) = -4.57 / -4.57 eV
LUMO energy (spin up / spin down) = 0.1041 / 0.1041 Eh
energy = -93446.0879 eV
charge = -1
max |F| = 0.28 eV/Å

Positions of all 41 atoms, in Å:
Ni -1.37 0.29 -0.50
O -2.41 0.84 -1.92
C -2.21 0.58 -3.17
C -2.98 1.26 -4.14
C -2.82 1.02 -5.48
C -1.89 0.08 -5.95
C -1.14 -0.61 -5.03
C -1.28 -0.39 -3.65
C -0.47 -1.17 -2.75
N -0.53 -1.07 -1.47
N 0.31 -1.89 -0.72
C 0.30 -1.45 0.50
O -0.38 -0.43 0.91
C 1.15 -2.15 1.51
C 1.75 -3.37 1.22
C 2.53 -4.00 2.18
C 2.71 -3.42 3.43
C 2.10 -2.20 3.72
C 1.32 -1.57 2.76
H -3.69 1.99 -3.78
H -3.43 1.57 -6.19
H -1.77 -0.10 -7.01
H -0.42 -1.34 -5.36
H 0.22 -1.91 -3.16
H 1.61 -3.80 0.24
H 3.00 -4.95 1.95
H 3.31 -3.92 4.18
H 2.24 -1.75 4.69
H 0.84 -0.63 2.97
F 2.43 3.72 4.03
C 1.39 3.30 3.29
C 1.59 2.82 2.01
F 2.83 2.78 1.51
C 0.51 2.40 1.25
F 0.79 1.99 0.00
C -0.80 2.43 1.72
S -2.19 1.91 0.80
C -0.96 2.93 3.01
F -2.18 3.00 3.56
C 0.10 3.36 3.79
F -0.11 3.82 5.03

Atom charges from the Mulliken analysis, given in e for atoms 1 to 4: atom 1 (Ni): -0.224, atom 2 (O): -0.706, atom 3 (C): 0.497, atom 4 (C): -0.595